A structure of composition C5H9NO2. Source: the Open Molecules 2025 dataset; level of theory: wB97M-V/def2-TZVPD.

Maximum force (eV/Å): 6.32
Total charge: 0

Structure (XYZ):
```
17
Properties=species:S:1:pos:R:3:forces:R:3:nbo_charge:R:1
C -0.9083 -0.7732 1.1508 0.30 -0.25 -4.66 0.709
C 0.6270 -0.1104 -0.2781 0.17 1.39 -0.12 -0.247
C -0.7563 -0.4465 -0.8136 -1.54 0.32 2.20 0.204
C -1.5733 0.7310 -1.3462 -1.81 -2.56 -0.56 -0.657
C 1.2240 -0.2438 2.2831 -1.95 -0.23 -0.66 -0.419
N 0.4182 -0.5807 1.0965 0.80 -0.27 0.42 -0.444
O -1.6912 -1.0896 1.9665 -0.71 0.02 1.13 -0.571
O -0.8477 -1.5291 -1.7042 5.97 1.85 0.93 -0.702
H 1.4610 -0.4874 -0.9002 -0.26 -0.27 0.80 0.218
H 0.7253 1.0117 -0.1936 0.15 -0.90 -0.50 0.178
H -1.4179 0.8472 -2.4051 0.37 0.05 -0.56 0.213
H -1.3563 1.6124 -0.8761 0.64 2.30 1.35 0.208
H -2.6933 0.5846 -1.2552 1.18 -0.14 0.14 0.215
H 1.9732 -0.9570 2.4694 1.02 -0.95 0.19 0.204
H 1.6524 0.6963 2.0515 0.57 1.15 0.35 0.195
H 0.5211 -0.2231 3.1316 0.45 0.24 -0.25 0.226
H -1.6797 -1.8133 -1.7371 -5.36 -1.75 -0.18 0.469
```
Forces are in eV/Å.

=====

A cluster of 2 separate species, C3H6N4 in total. Source: the Open Molecules 2025 dataset; level of theory: wB97M-V/def2-TZVPD.

Maximum force (eV/Å): 3.89
Total charge: 0

Structure (XYZ):
```
13
Properties=species:S:1:pos:R:3:forces:R:3:nbo_charge:R:1
C -0.1980 -0.6008 0.9772 -0.30 -1.09 -0.31 0.279
C -0.0924 0.9909 -1.4406 -0.77 -1.09 -0.67 0.412
C 1.1161 1.4748 -1.3545 0.38 2.33 0.36 -0.667
N 0.2612 -1.6599 1.2034 0.15 -0.01 -1.33 -0.046
N -1.2135 0.5179 -1.6159 1.63 2.71 -1.67 -0.634
N 1.0399 -2.5929 1.0107 3.22 1.18 1.84 -0.524
N -1.1570 0.2387 1.3504 0.22 2.42 0.15 -0.796
H 1.9344 1.1522 -2.0145 -0.57 0.00 0.53 0.261
H 1.2125 2.4876 -0.8194 0.04 -1.82 -0.71 0.247
H -1.5019 -0.2256 -1.0747 -0.68 -1.99 1.62 0.379
H 0.5709 -3.3859 0.7741 -1.89 -2.83 -0.93 0.320
H -0.9903 1.0307 0.7142 -0.99 0.07 0.65 0.390
H -0.9820 0.5724 2.2895 -0.45 0.12 0.46 0.378
```
Forces are in eV/Å.

=====

The molecule C6H10O. Source: the Open Molecules 2025 dataset; level of theory: wB97M-V/def2-TZVPD.

Maximum force (eV/Å): 0.46
Total charge: 0
SMILES: O[C@@H]1C=CCCC1

Structure (XYZ):
```
17
Properties=species:S:1:pos:R:3:forces:R:3:nbo_charge:R:1
O 2.3673 -0.9618 0.4871 -0.18 -0.02 0.31 -0.707
C 1.2750 -0.4040 -0.2342 -0.40 0.12 -0.18 0.052
C -0.0134 -1.2740 -0.1333 0.02 -0.02 -0.05 -0.425
C -1.2938 -0.5223 0.2615 0.02 -0.01 0.02 -0.390
C -1.3794 0.8618 -0.3911 0.01 0.00 0.09 -0.448
C -0.1453 1.6474 -0.0210 0.03 -0.14 0.09 -0.180
C 1.0361 1.0467 0.1152 -0.05 0.06 -0.04 -0.223
H 2.0627 -1.1198 1.3908 0.15 0.06 -0.11 0.459
H 1.6195 -0.4291 -1.2729 -0.01 0.01 0.05 0.187
H 0.1749 -2.0690 0.5970 0.02 0.06 -0.10 0.212
H -0.1698 -1.7821 -1.0913 0.02 0.08 0.10 0.208
H -1.3177 -0.3718 1.3479 0.02 -0.04 -0.13 0.198
H -2.1671 -1.1365 0.0057 0.17 0.14 0.04 0.210
H -1.4735 0.7674 -1.4821 0.03 0.01 0.11 0.210
H -2.2775 1.3854 -0.0450 0.12 -0.07 -0.07 0.215
H -0.2479 2.7125 0.1882 0.07 -0.21 -0.08 0.207
H 1.9159 1.6084 0.4173 -0.04 -0.04 -0.04 0.214
```
Forces are in eV/Å.

=====

The molecule C8H7NO. Source: the Open Molecules 2025 dataset; level of theory: wB97M-V/def2-TZVPD.

Maximum force (eV/Å): 4.33
Total charge: 0
SMILES: N#C[C@@]1(C=O)C=CC=CC1

Structure (XYZ):
```
17
Properties=species:S:1:pos:R:3:forces:R:3:nbo_charge:R:1
C 0.7291 0.6807 2.0477 -0.11 -0.20 1.30 0.299
C -0.8074 -0.9157 -1.5211 -0.21 -1.16 1.30 -0.267
C 0.2497 -1.5802 -0.7600 0.17 3.29 2.81 -0.179
C -1.4976 -0.0151 -0.8756 -0.50 4.14 0.49 -0.116
C 0.7573 -1.1025 0.4187 -1.34 0.63 -3.20 -0.158
C 1.4140 1.1573 -0.2436 -0.01 -0.32 -2.96 0.472
C -1.0059 0.7706 0.3235 1.30 -3.67 1.74 -0.400
C 0.5258 0.3660 0.6631 -1.48 0.12 -0.26 -0.337
N 0.6969 0.7142 3.1953 0.26 0.32 -0.06 -0.297
O 2.1947 1.9975 0.0819 0.00 0.01 0.10 -0.490
H -1.3617 -1.5060 -2.2095 0.18 -0.21 -1.21 0.224
H 0.3946 -2.5081 -1.0789 1.13 -4.00 -0.94 0.205
H -2.3854 0.4886 -1.2363 -0.48 -0.76 -0.40 0.212
H 1.4065 -1.5756 1.0860 0.87 -1.04 0.61 0.230
H 1.2310 0.8487 -1.4069 0.49 0.68 2.25 0.117
H -0.9747 1.8270 0.2689 -0.73 1.03 -0.20 0.239
H -1.5670 0.3527 1.2469 0.44 1.17 -1.35 0.247
```
Forces are in eV/Å.

=====

| no. | frontier orbital gap (eV) | highest occupied orbital energy (Ha) | M (g mol⁻¹) |
| --- | --- | --- | --- |
| 1 | 9.14 | -0.304 | 115.1 |
| 2 | 8.73 | -0.305 | 98.1 |
| 3 | 10.47 | -0.347 | 98.1 |
| 4 | 9.21 | -0.341 | 133.2 |